# 1
126
Properties=species:S:1:pos:R:3 method="wB97M-V/def2-TZVPD" spin_multiplicity=1 charge=+1 e_lumo_ha=-0.1423 homo_lumo_gap_ha=0.2354
C 1.10 2.58 5.25
C 2.07 1.34 5.31
S 1.24 -0.08 4.48
C 1.94 -0.02 2.79
N 1.61 -1.19 1.96
C 2.08 -2.46 2.53
C 0.97 -3.54 2.58
N 1.20 -4.77 2.56
C 1.00 -1.11 0.81
N 0.48 0.08 0.29
C -0.69 0.83 0.79
C -1.14 0.70 2.26
C -2.62 1.17 2.46
C -3.46 -0.15 2.64
C -2.64 1.94 3.81
C -4.07 2.28 4.31
C -4.75 3.15 3.25
C -5.73 2.72 2.47
C -5.89 3.41 1.09
C -6.70 1.63 2.91
C 0.35 -0.26 -1.15
I -0.63 1.21 -2.46
C 1.85 0.03 -1.62
C 2.38 1.44 -1.20
C -0.14 -1.74 -1.19
C -1.45 -2.12 -0.36
C -2.83 -2.17 -1.05
O -3.45 -3.13 -0.94
Br -3.70 -0.71 -2.02
C -0.06 -2.41 -2.57
F 1.08 -2.13 -3.23
F -0.99 -1.83 -3.38
C -0.30 -3.96 -2.73
F 0.83 -4.51 -3.22
F -0.57 -4.65 -1.62
C -1.36 -4.37 -3.82
F -2.60 -4.03 -3.54
F -0.98 -4.04 -5.03
F -1.33 -5.72 -3.81
N 0.81 -2.16 -0.07
I 2.38 -3.41 -0.51
H 0.15 2.29 5.72
H 1.57 3.45 5.73
H 0.97 2.81 4.19
H 2.97 1.61 4.74
H 2.31 1.07 6.34
H 3.04 -0.02 2.89
H 1.68 0.93 2.31
H 2.39 -2.35 3.58
H 3.00 -2.84 2.04
H -0.05 -3.13 2.68
H 2.21 -4.90 2.49
H -0.59 1.90 0.55
H -1.58 0.51 0.22
H -0.53 1.40 2.85
H -1.00 -0.32 2.64
H -2.99 1.78 1.62
H -4.51 -0.03 2.36
H -3.38 -0.48 3.69
H -2.99 -0.94 2.03
H -2.00 2.84 3.73
H -2.14 1.28 4.55
H -4.01 2.83 5.27
H -4.63 1.35 4.52
H -4.37 4.17 3.13
H -4.89 3.72 0.77
H -6.55 4.28 1.22
H -6.33 2.67 0.41
H -6.51 0.67 2.39
H -6.63 1.43 3.98
H -7.73 1.92 2.65
H 2.59 -0.71 -1.29
H 1.85 0.02 -2.72
H 2.92 1.89 -2.04
H 3.14 1.27 -0.41
H 1.63 2.12 -0.77
H -1.26 -3.13 0.03
H -1.56 -1.51 0.54
C -5.62 6.81 -3.90
O -6.16 5.50 -4.00
C -6.60 5.16 -5.32
C -5.67 4.14 -5.96
N -4.37 4.73 -6.29
C -3.33 3.76 -6.62
C -2.95 2.71 -5.57
O -2.28 3.22 -4.42
C -3.13 3.81 -3.45
H -5.54 7.05 -2.84
H -4.61 6.86 -4.33
H -6.26 7.55 -4.38
H -6.73 6.04 -5.95
H -7.58 4.69 -5.20
H -6.13 3.76 -6.87
H -5.56 3.31 -5.25
H -4.05 5.29 -5.51
H -2.43 4.34 -6.84
H -3.61 3.25 -7.54
H -2.24 2.03 -6.05
H -3.80 2.08 -5.27
H -4.09 3.30 -3.38
H -3.28 4.87 -3.66
H -2.63 3.74 -2.48
C 9.52 -2.35 2.60
O 9.59 -2.76 1.25
C 9.98 -4.12 1.07
C 8.81 -4.97 0.61
N 7.82 -5.14 1.68
C 6.54 -5.68 1.23
C 5.75 -4.90 0.17
O 5.22 -3.66 0.62
C 6.14 -2.58 0.64
H 9.45 -1.26 2.62
H 8.63 -2.75 3.10
H 10.42 -2.65 3.16
H 10.45 -4.52 1.97
H 10.73 -4.12 0.28
H 9.18 -5.95 0.30
H 8.38 -4.47 -0.26
H 7.66 -4.25 2.12
H 5.91 -5.76 2.12
H 6.70 -6.70 0.87
H 4.89 -5.52 -0.09
H 6.31 -4.76 -0.76
H 6.86 -2.63 -0.17
H 6.65 -2.54 1.61
H 5.57 -1.65 0.55

***

# 2
52
Properties=species:S:1:pos:R:3 method="wB97M-V/def2-TZVPD" spin_multiplicity=1 charge=+3 e_lumo_ha=-0.4545 homo_lumo_gap_ha=0.2244
Re -0.23 -0.15 0.00
S 4.14 -0.72 2.76
As 2.76 -0.12 1.26
S 0.84 1.06 1.54
S 1.56 -1.46 -0.12
S 4.76 0.57 1.10
I -2.12 -0.39 1.97
I -4.13 -2.07 1.45
C 1.14 3.38 -4.81
C 0.76 1.98 -5.21
C -0.42 1.93 -6.15
C 1.94 1.18 -5.74
O 0.35 1.25 -3.94
Si -1.04 1.31 -3.22
O -0.24 0.82 -1.37
O -2.00 0.04 -3.12
C -1.83 -1.40 -3.06
C -3.01 -2.01 -3.80
C -0.51 -1.84 -3.66
C -1.97 -1.77 -1.58
O -1.72 2.69 -2.92
C -3.07 3.13 -2.45
C -4.08 2.72 -3.50
C -2.96 4.64 -2.32
C -3.32 2.46 -1.11
H 1.48 3.93 -5.69
H 1.95 3.38 -4.08
H 0.29 3.92 -4.40
H -0.17 2.41 -7.09
H -1.29 2.46 -5.74
H -0.71 0.90 -6.39
H 2.31 1.65 -6.65
H 1.65 0.16 -5.98
H 2.75 1.16 -5.01
H -2.99 -1.68 -4.84
H -3.96 -1.68 -3.36
H -2.97 -3.09 -3.78
H -0.45 -1.56 -4.71
H -0.43 -2.93 -3.60
H 0.36 -1.40 -3.15
H -2.74 -1.18 -1.10
H -0.95 -1.74 -1.04
H -2.18 -2.83 -1.42
H -3.84 3.17 -4.46
H -5.07 3.08 -3.21
H -4.14 1.64 -3.61
H -2.72 5.09 -3.29
H -2.19 4.91 -1.60
H -3.91 5.04 -1.99
H -3.38 1.38 -1.22
H -4.27 2.81 -0.70
H -2.53 2.72 -0.40

***

# 3
16
Properties=species:S:1:pos:R:3 method="wB97M-V/def2-TZVPD" spin_multiplicity=1 smiles="CSC(/C=N/O)=C/N" e_lumo_ha=0.0217 homo_lumo_gap_ha=0.3275
C 1.50 1.26 -2.12
S -0.01 1.75 -1.17
C -0.32 0.36 -0.16
C 0.33 0.36 1.21
N 0.21 -0.64 2.05
O 0.63 -0.52 3.30
C -1.23 -0.56 -0.62
N -1.69 -1.71 0.02
H 1.71 2.02 -2.90
H 1.19 0.28 -2.68
H 2.44 1.21 -1.50
H 0.94 1.26 1.48
H 0.65 -1.41 3.66
H -1.64 -0.30 -1.65
H -1.79 -1.50 1.20
H -2.92 -1.85 -0.14

***

# 4
93
Properties=species:S:1:pos:R:3 method="wB97M-V/def2-TZVPD" spin_multiplicity=1 e_lumo_ha=-0.0051 homo_lumo_gap_ha=0.2607
Li -1.58 0.68 -0.52
C 3.36 -3.85 0.75
C 3.16 -2.95 1.78
C 2.67 -1.68 1.50
C 2.37 -1.31 0.20
C 2.59 -2.22 -0.82
C 3.08 -3.48 -0.55
Sb 1.52 0.61 -0.36
C 1.83 1.72 1.46
C 1.32 1.31 2.68
C 1.42 2.12 3.80
C 2.00 3.37 3.71
C 2.51 3.80 2.49
C 2.42 2.98 1.38
C 3.45 1.25 -1.13
C 4.61 1.11 -0.38
C 5.82 1.55 -0.86
C 5.91 2.14 -2.11
C 4.76 2.27 -2.88
C 3.54 1.83 -2.39
H 3.73 -4.85 0.97
H 3.39 -3.23 2.80
H 2.52 -0.98 2.32
H 2.39 -1.92 -1.84
H 3.23 -4.19 -1.36
H 0.83 0.34 2.76
H 1.03 1.76 4.75
H 2.06 4.01 4.58
H 2.97 4.78 2.40
H 2.83 3.32 0.43
H 4.55 0.65 0.61
H 6.72 1.44 -0.25
H 6.86 2.49 -2.49
H 4.82 2.72 -3.86
H 2.65 1.94 -2.99
N -1.42 7.69 -1.78
C -1.08 7.01 -0.66
O -0.75 7.59 0.36
C -1.11 5.52 -0.73
C -0.79 4.82 0.44
C -0.79 3.44 0.42
N -1.09 2.73 -0.66
C -1.40 3.39 -1.77
C -1.43 4.77 -1.86
H -1.36 8.70 -1.76
H -1.68 7.23 -2.64
H -0.55 5.38 1.34
H -0.55 2.88 1.31
H -1.62 2.77 -2.63
H -1.70 5.23 -2.81
S -1.92 0.87 2.09
C -3.40 1.54 2.01
N -4.54 0.89 2.30
C -5.79 1.55 2.03
C -5.49 3.03 2.22
S -3.75 3.23 1.68
H -4.49 -0.12 2.38
H -6.55 1.20 2.74
H -6.13 1.35 1.00
H -5.54 3.32 3.28
H -6.13 3.69 1.64
Cl -0.53 -2.28 2.07
C 0.01 -3.91 1.85
C 0.45 -4.64 2.94
C 0.90 -5.94 2.77
C 0.96 -6.48 1.49
C 0.54 -5.74 0.40
Cl 0.76 -6.40 -1.18
C 0.00 -4.45 0.55
N -0.46 -3.72 -0.51
C -1.33 -4.20 -1.49
C -2.07 -5.37 -1.31
C -2.96 -5.80 -2.27
C -3.14 -5.06 -3.43
C -2.42 -3.89 -3.61
C -1.50 -3.45 -2.67
C -0.68 -2.21 -2.92
C -1.26 -1.05 -2.12
O -1.93 -0.18 -2.70
O -1.04 -1.01 -0.87
H 0.42 -4.19 3.92
H 1.21 -6.52 3.62
H 1.36 -7.48 1.33
H -0.51 -2.71 -0.39
H -1.95 -5.93 -0.39
H -3.51 -6.72 -2.12
H -3.85 -5.38 -4.18
H -2.55 -3.31 -4.52
H -0.70 -1.95 -3.98
H 0.34 -2.38 -2.58
O -3.65 0.97 -1.03
H -3.26 0.43 -1.76
H -3.95 1.78 -1.49

***

# 5
13
Properties=species:S:1:pos:R:3 method="wB97M-V/def2-TZVPD" spin_multiplicity=1 charge=+1 e_lumo_ha="-0.2291 / -0.2108" homo_lumo_gap_ha="0.2816 / 0.2838"
C -0.80 1.89 -0.60
C -0.06 -1.87 0.16
C -0.98 0.29 -0.51
C 1.31 0.10 0.26
N -0.80 2.20 0.56
N 0.03 -0.57 0.00
I -2.96 -0.31 -0.04
H -0.78 2.47 -1.52
H 0.94 -2.36 0.37
H -0.99 -2.43 0.25
H 1.48 0.01 1.35
H 1.48 1.08 -0.24
H 2.14 -0.51 -0.03

***

# 6
15
Properties=species:S:1:pos:R:3 method="wB97M-V/def2-TZVPD" spin_multiplicity=1 charge=+1 e_lumo_ha=-0.1785 homo_lumo_gap_ha=0.3144
C -0.14 2.16 0.39
N 0.99 1.72 0.77
H -0.94 1.46 0.16
H -0.32 3.23 0.29
H 1.77 2.37 0.71
H 1.12 0.64 0.80
N -1.39 -1.26 0.05
C -0.20 -1.07 -0.60
N 0.96 -0.95 0.24
N -0.03 -0.94 -1.86
H -2.15 -1.75 -0.41
H -1.35 -1.48 1.04
H 0.81 -1.55 1.05
H 1.74 -1.33 -0.29
H -0.88 -1.25 -2.33